1.
77
Properties=species:S:1:pos:R:3 method="wB97M-V/def2-TZVPD" e_homo_ev="-11.735 / -11.736" lumo_ev="-8.683 / -8.682" multiplicity=1 relative_energy_ev=1.3241 charge=+2 orbital_gap_ha="0.1121 / 0.1122"
Zr 0.22912 -0.52221 -0.07633
C 0.68849 1.54445 1.63649
C -0.04397 1.88453 0.44499
C -1.31784 0.38608 1.71032
C -0.10563 0.64923 2.41107
C -1.31801 1.18685 0.50761
C 1.96862 2.15386 2.07132
H 2.39874 2.76901 1.27454
H 2.71397 1.38581 2.31995
H 1.85141 2.80575 2.95070
C 0.23996 0.07733 3.73431
H 1.22911 0.41917 4.06903
H 0.25129 -1.02486 3.67267
H -0.49252 0.34680 4.51515
C -2.42269 -0.48411 2.20768
H -2.97327 -0.02815 3.04362
H -2.02839 -1.44638 2.56642
H -3.14725 -0.68796 1.41119
C -2.57034 1.61245 -0.17432
H -3.14456 2.25392 0.51487
H -3.20734 0.75974 -0.43884
H -2.37094 2.19378 -1.07772
C 0.20549 3.10793 -0.37124
H -0.25535 3.97660 0.13241
H -0.23271 3.03069 -1.37568
H 1.27791 3.31353 -0.46851
C 2.10054 -1.09859 -1.53545
C 2.01491 0.28100 -1.33307
C 1.82546 1.21411 -2.51469
C 0.56973 0.90011 -3.36170
C -0.59934 0.30315 -2.63546
C -0.77268 -1.02829 -2.24494
C 0.11793 -2.17106 -2.71556
C 1.62104 -1.83776 -2.76448
H 2.70899 1.16989 -3.17857
H 0.89859 0.32765 -4.24419
H 1.76012 2.24628 -2.14678
H 1.87084 -1.31457 -3.69806
H 2.76838 -1.68831 -0.90645
H 2.52972 0.74473 -0.47258
H 2.16753 -2.79410 -2.82609
H -0.02858 -3.03232 -2.03602
H -1.81150 -1.33647 -2.03436
H -0.19708 -2.51400 -3.72384
H 0.22016 1.86444 -3.77118
H -1.50755 0.92489 -2.70489
P -0.57172 -4.00318 -5.61557
P -3.48190 -4.49740 -6.19171
C -0.91091 -4.90013 -7.22509
C -2.29313 -5.53408 -7.21043
H -0.14551 -5.67288 -7.37649
H -0.82887 -4.17545 -8.04560
H -2.70446 -5.65329 -8.22515
H -2.27009 -6.51247 -6.71060
C -4.87804 -5.68491 -6.34815
H -5.78692 -5.23268 -5.93967
H -4.64303 -6.57652 -5.75881
H -5.03638 -5.96851 -7.39752
C -3.98990 -3.40028 -7.59680
H -4.16925 -4.00563 -8.49854
H -3.20909 -2.65616 -7.79299
H -4.90637 -2.86915 -7.31001
C 0.64463 -5.23600 -4.99210
H 1.15549 -4.84833 -4.10350
H 1.37538 -5.47549 -5.77552
H 0.09417 -6.14402 -4.71095
C 0.50295 -2.70932 -6.36473
H -0.13289 -2.06990 -6.99325
H 1.28489 -3.17185 -6.98193
H 0.95574 -2.08846 -5.58177
C 2.78122 -1.97830 3.11480
C 2.56922 -1.38784 1.74758
O 3.45775 -0.71957 1.20774
O 1.35001 -1.59010 1.21173
H 3.78892 -2.39937 3.17511
H 2.03562 -2.74281 3.33855
H 2.73882 -1.17621 3.86660

=====

2.
88
Properties=species:S:1:pos:R:3 method="wB97M-V/def2-TZVPD" e_homo_ev="-8.194 / -7.201" lumo_ev="0.093 / 0.094" s_squared=3.918 multiplicity=4 relative_energy_ev=0.0000 orbital_gap_ha="0.3046 / 0.2681"
Mn -0.04027 -1.40733 0.39301
C 3.11472 -0.47950 1.94788
Si 1.29195 -0.80971 2.34647
C 1.30289 -2.33763 3.47385
C 0.74805 0.62598 3.49987
C 1.66789 0.85900 4.53255
C 1.49891 1.83899 5.49397
C 0.37107 2.64182 5.45306
C -0.56173 2.42159 4.45793
C -0.40374 1.42614 3.47929
Si -1.91647 1.45589 2.38385
C -3.45004 1.14746 3.40642
C -2.06821 3.07342 1.45952
H 3.72519 -0.31060 2.83737
H 3.24101 0.38466 1.29834
H 3.52756 -1.34921 1.43740
H 1.97824 -2.20973 4.32332
H 1.62293 -3.22157 2.91882
H 0.30912 -2.55365 3.86838
H 2.56043 0.24779 4.59771
H 2.24398 1.97360 6.26800
H 0.21648 3.42178 6.18711
H -1.44178 3.05620 4.45325
H -3.56737 1.94562 4.14041
H -3.38313 0.20623 3.95326
H -4.35234 1.12414 2.79279
H -2.09922 3.89833 2.17313
H -2.97671 3.11488 0.86090
H -1.21742 3.23385 0.79698
O -1.80567 -4.64782 0.03540
Cl -1.05062 -3.46826 0.14971
O 0.36957 -3.69883 -0.02352
O -1.24075 -2.81654 1.47491
O -1.46725 -2.45201 -0.85461
Cl -7.61184 -3.18039 0.47735
C -6.18701 -2.18698 0.39688
C -5.20172 -2.33917 1.35792
C -4.07695 -1.53411 1.29798
C -3.94617 -0.59935 0.27600
C -4.94020 -0.47265 -0.69403
C -6.07327 -1.26300 -0.63310
C -2.75343 0.28694 0.15745
O -2.54526 0.99925 -0.79581
O -1.88463 0.22230 1.18162
H -5.31718 -3.07893 2.13615
H -3.29734 -1.64179 2.03270
H -4.81572 0.24676 -1.48993
H -6.85883 -1.17338 -1.36873
C 3.67921 -0.87463 -3.71366
Si 3.36341 -0.93787 -1.86294
C 3.47318 -2.72375 -1.29043
C 4.69376 0.10423 -1.02527
As 1.15431 -0.14479 -1.43250
Si 1.35179 2.21438 -1.50887
C -0.23429 2.91835 -2.20831
C 1.66766 2.78313 0.25143
C 2.76117 2.78304 -2.62162
Si 0.10334 -0.78323 -3.48708
C 0.76290 0.20253 -4.96060
C 0.41509 -2.63293 -3.66857
C -1.73074 -0.42875 -3.39227
H 4.66432 -1.32891 -3.86220
H 3.72076 0.13656 -4.11388
H 2.96699 -1.45169 -4.29795
H 4.50313 -2.92911 -0.99136
H 3.21661 -3.40765 -2.09985
H 2.82752 -2.96092 -0.44674
H 5.49808 0.24471 -1.75144
H 5.10372 -0.41580 -0.16229
H 4.38595 1.09008 -0.68688
H -1.12691 2.56467 -1.69906
H -0.33230 2.69064 -3.27013
H -0.18164 4.00670 -2.11021
H 1.14000 2.18984 1.00010
H 1.35792 3.82340 0.37600
H 2.73030 2.72716 0.49275
H 2.63470 2.48553 -3.66215
H 3.75465 2.47772 -2.30027
H 2.73536 3.87703 -2.60148
H 1.34494 -0.42392 -5.63819
H 1.38918 1.05385 -4.69894
H -0.08850 0.59534 -5.51806
H 1.12115 -2.83705 -4.47423
H -0.52487 -3.13085 -3.91325
H 0.79099 -3.09888 -2.75865
H -1.94793 0.60354 -3.13984
H -2.26889 -1.06498 -2.69798
H -2.11378 -0.61722 -4.40230

=====

3.
81
Properties=species:S:1:pos:R:3 method="wB97M-V/def2-TZVPD" e_homo_ev=-10.158 lumo_ev=-5.045 multiplicity=1 charge=+1 orbital_gap_ha=0.1879
C 0.86317 -2.51455 4.73119
C 0.89952 -2.13111 3.17471
Br 0.27906 -0.28762 2.71720
C 1.36859 -3.01803 2.13735
Br 2.03418 -4.82955 2.54817
C 1.30591 -2.43368 0.61922
C 0.04763 -2.76284 -0.26933
C -1.11603 -3.67963 0.32187
O -0.77786 -4.79150 0.79772
O -2.49179 -3.36487 0.30951
C 0.05694 -2.17734 -1.72957
C 1.27677 -1.31624 -2.21104
Br 1.25128 -0.62385 -4.10062
N 2.42615 -1.03056 -1.36229
C 2.46770 -1.55921 0.00239
C 3.73668 -1.32377 0.98660
C 4.68463 -2.61014 0.80206
C 5.93493 -2.68340 1.81199
C 5.97566 -4.22018 2.36270
C 5.81940 -1.74218 3.10541
H 0.06715 -3.33107 4.86629
H 1.87187 -2.86172 5.13875
H 0.51435 -1.58475 5.32158
H -2.63606 -2.42833 0.03071
H -0.82419 -2.41447 -2.43348
H 3.23060 -0.45958 -1.69250
H 4.25266 -0.36343 0.60856
H 3.36884 -1.15198 2.05914
H 5.03033 -2.61487 -0.29400
H 4.00356 -3.53760 0.93887
H 6.89145 -2.53358 1.20947
H 6.14854 -4.94430 1.47650
H 4.93945 -4.51934 2.78493
H 6.79279 -4.38142 3.14304
H 4.83671 -1.82715 3.67865
H 6.09910 -0.65176 2.83403
H 6.64427 -2.09735 3.83736
C -0.20772 5.76313 0.91048
C 0.95516 4.78315 1.03694
N 0.76432 3.52566 0.31859
C 1.78459 2.52735 0.63399
C 3.22773 2.83373 0.22692
C 0.43425 3.64075 -1.09975
C 1.43609 4.36369 -2.00075
H -1.13707 5.32386 1.28461
H 0.00144 6.65844 1.50129
H -0.36284 6.08771 -0.11992
H 1.07038 4.56329 2.10437
H 1.87331 5.29558 0.72289
H 1.49386 1.56360 0.20003
H 1.76828 2.36194 1.71789
H 3.38525 2.68109 -0.84069
H 3.90829 2.15017 0.74504
H 3.52946 3.84972 0.48523
H -0.53203 4.14547 -1.18884
H 0.24981 2.64146 -1.51124
H 1.84635 5.26287 -1.53541
H 0.94188 4.67371 -2.92656
H 2.26185 3.71272 -2.28824
C -7.11000 -1.65825 -1.09179
C -6.36977 -0.32413 -1.05597
N -5.12310 -0.30576 -1.81722
C -4.33023 0.90323 -1.58708
C -4.93287 2.23400 -2.04049
C -5.21876 -0.72226 -3.21472
C -6.15098 0.07604 -4.12612
H -6.48733 -2.46665 -0.69685
H -8.00916 -1.59539 -0.47374
H -7.43179 -1.92391 -2.10019
H -6.14172 -0.11573 -0.00447
H -7.05984 0.46171 -1.38728
H -3.34341 0.78325 -2.04756
H -4.12908 0.97340 -0.51115
H -4.85201 2.36487 -3.11866
H -4.38195 3.06097 -1.58268
H -5.97927 2.34059 -1.75031
H -5.52970 -1.77081 -3.24145
H -4.21707 -0.73177 -3.65953
H -7.09672 0.32885 -3.64127
H -6.38978 -0.51393 -5.01624
H -5.68203 0.99558 -4.47526

=====

4.
81
Properties=species:S:1:pos:R:3 method="wB97M-V/def2-TZVPD" e_homo_ev="-13.841 / -13.843" lumo_ev="-6.902 / -6.853" multiplicity=1 charge=+2 orbital_gap_ha="0.2550 / 0.2568"
Ce 0.06119 0.65705 -0.10048
C 0.25706 2.61243 2.15988
C -0.59323 3.45419 1.43476
C -0.11222 4.14468 0.33199
C 1.21422 3.99439 -0.06059
C 2.05760 3.15088 0.64597
C 1.58261 2.46185 1.76281
H -0.09794 2.12131 3.05595
H -1.61043 3.60336 1.76718
H -0.76556 4.80737 -0.21908
H 1.58588 4.53421 -0.92020
H 3.09287 3.04230 0.35148
H 2.25593 1.84880 2.35101
C -2.21341 -0.55904 -2.59542
O -1.70362 -0.50917 -1.24872
Si -2.65004 -0.97176 0.12955
C -4.00108 0.31208 0.24473
C -3.39016 -2.66549 -0.09418
C -1.26799 -0.77205 1.33811
Si -1.90057 -0.35304 3.09867
C -2.68627 1.36157 3.17479
C -0.51511 -0.44858 4.36706
C -3.23504 -1.59932 3.54327
Si -0.05584 -2.22701 1.32706
C 0.23986 -2.77642 -0.46137
C 1.58648 -1.57621 1.98455
C -0.54835 -3.72741 2.31876
H -3.15515 -0.01415 -2.65753
H -2.36428 -1.60090 -2.87720
H -1.48742 -0.09404 -3.25796
H -4.72369 0.16942 -0.56253
H -3.62917 1.33679 0.17748
H -4.55953 0.23945 1.17707
H -4.24962 -2.61596 -0.76692
H -3.75972 -3.02833 0.86645
H -2.70716 -3.41564 -0.48548
H -2.51695 1.96872 2.28973
H -2.32116 1.91969 4.03971
H -3.76748 1.28229 3.29028
H 0.37104 0.12998 4.10064
H -0.18740 -1.46827 4.56769
H -0.89142 -0.04866 5.31172
H -4.14441 -1.46081 2.95512
H -3.51808 -1.45616 4.58986
H -2.92197 -2.63476 3.43085
H 0.38639 -2.00157 -1.21980
H -0.60881 -3.35290 -0.82819
H 1.11693 -3.42721 -0.48574
H 1.84722 -0.54401 1.73204
H 2.41328 -2.19984 1.63361
H 1.58268 -1.61415 3.07368
H -1.45005 -4.19687 1.92604
H -0.70933 -3.50924 3.37248
H 0.25807 -4.46384 2.26203
Br -0.58015 3.78255 -6.29326
C -0.35692 3.09484 -4.55917
C -1.45727 2.99203 -3.71635
C -1.29810 2.46008 -2.44082
C -0.04160 2.04348 -2.01370
C 1.06250 2.19037 -2.84870
C 0.90537 2.69854 -4.13396
H -2.42855 3.32036 -4.06249
H -2.17585 2.37910 -1.80308
H 2.05028 1.89744 -2.51303
H 1.75261 2.80233 -4.79927
C 2.10214 -1.20337 -3.66346
C 3.36046 -0.86457 -2.88742
S 3.13525 -1.12802 -1.12823
O 2.19797 0.03821 -0.69088
C 4.74645 -0.65242 -0.47713
C 5.61850 -1.87705 -0.24495
H 2.26008 -0.96259 -4.71373
H 1.25070 -0.61158 -3.32202
H 1.86085 -2.26288 -3.59033
H 3.68141 0.17013 -3.01742
H 4.19310 -1.52173 -3.15598
H 4.50939 -0.12922 0.45001
H 5.19993 0.05623 -1.17219
H 5.18155 -2.54635 0.49416
H 6.58868 -1.54814 0.12374
H 5.79154 -2.43779 -1.16297

=====

5.
104
Properties=species:S:1:pos:R:3 method="wB97M-V/def2-TZVPD" e_homo_ev=-11.573 lumo_ev=-3.118 multiplicity=1 relative_energy_ev=0.0000 charge=+1 orbital_gap_ha=0.3107
C -3.19274 2.91418 -1.40821
C -2.27274 1.67353 -1.05569
C -1.15544 1.99459 -0.01546
C -0.07943 2.69031 -0.95324
C -0.61151 0.86065 0.93823
C 0.90913 1.19642 1.17441
C 1.28889 2.54920 1.86206
C 2.81438 2.83479 1.56025
C 3.03083 4.18110 0.79477
S 3.88541 3.98169 -0.79858
O 5.08491 4.75886 -0.80212
O 4.10555 2.60657 -1.14262
Cl 2.63175 4.79124 -2.24005
C -0.63551 -0.57465 0.17946
C 0.69874 -1.38682 0.17865
C 1.67457 -1.03852 -1.02017
C 2.37749 -2.33677 -1.52324
N 1.60586 -3.25687 -2.27893
O 3.52005 -2.54999 -1.30465
C -1.93043 -1.43765 0.38523
I -1.51870 -3.36775 1.45367
P -2.71584 -2.08380 -1.20748
O -4.36043 -2.07548 -1.07575
O -2.34965 -3.67171 -1.44314
S -2.27595 -1.18672 -2.85377
C -3.08304 -0.82368 1.27744
O -3.90840 -1.89325 1.71313
N -2.70295 0.09285 2.41209
C -3.03531 -0.47275 3.82791
N -2.48969 -1.72987 4.24270
C -3.89136 1.09623 2.39921
N -3.83260 2.15729 1.43595
C -1.34785 0.74171 2.35557
O -0.49074 -0.37441 2.89325
C 0.12490 -0.07573 4.01362
N 0.89027 0.17186 4.79412
O -1.12006 1.69876 3.30592
C -1.54734 3.04265 3.28987
C -0.95418 3.72171 4.58579
C -2.05825 4.40740 5.44465
O 0.10962 4.61599 4.25199
H -2.75651 3.41825 -2.28965
H -4.19923 2.54800 -1.68994
H -3.27626 3.62760 -0.56955
H -1.81113 1.41461 -2.02944
H -2.94754 0.82955 -0.84274
H -1.54906 2.83885 0.58523
H 0.59869 1.93677 -1.40733
H -0.56642 3.16098 -1.83092
H 0.46386 3.51336 -0.46404
H 1.50941 1.15192 0.25487
H 1.42697 0.46306 1.82630
H 1.24217 2.40742 2.95934
H 0.68506 3.42936 1.60171
H 3.28517 1.97516 1.04194
H 3.36073 2.91758 2.52067
H 2.08138 4.71419 0.60764
H 3.66066 4.84157 1.41906
H -0.63009 -0.26192 -0.89049
H 0.48179 -2.43899 -0.11341
H 1.22086 -1.46974 1.14302
H 2.51532 -0.39794 -0.69129
H 1.14037 -0.63074 -1.90018
H 0.61318 -3.03108 -2.20108
H 1.77832 -4.17982 -1.87275
H -4.71178 -2.60452 -1.81426
H -1.80056 -3.74458 -2.24334
H -3.79068 -0.33294 0.57520
H -4.83145 -1.59233 1.75040
H -4.12976 -0.57831 3.93700
H -2.77357 0.27192 4.60588
H -3.20567 -2.43153 4.38633
H -1.91437 -1.61396 5.07008
H -4.01642 1.56455 3.39337
H -4.84708 0.55425 2.24925
H -4.10581 3.03974 1.85860
H -4.47025 1.98716 0.66047
H -1.22112 3.71227 2.47468
H -2.63805 3.22549 3.39194
H -0.50358 2.93942 5.23661
H -1.67715 4.59123 6.46901
H -2.30173 5.39294 5.00632
H -2.93210 3.73910 5.55400
H 0.86351 4.39044 4.81445
C 1.06022 -6.86539 -0.13277
Cl -0.44541 -7.28923 -0.95006
Cl 2.40057 -6.81522 -1.28088
Cl 0.89535 -5.30906 0.69563
H 1.27345 -7.62667 0.60913
C 1.52435 -4.96076 -5.88363
Cl 0.16586 -4.90362 -4.75944
Cl 1.71606 -6.57836 -6.55944
Cl 1.32961 -3.76797 -7.17013
H 2.42202 -4.71502 -5.32614
C 5.79473 -2.78000 -3.50462
Cl 4.55074 -2.91889 -4.75680
Cl 7.24331 -3.67645 -3.96731
Cl 6.17784 -1.08579 -3.20164
H 5.40164 -3.20996 -2.58964
C 4.75291 -2.29289 -8.58728
Cl 4.65647 -3.48495 -9.88645
Cl 6.43185 -1.85178 -8.26632
Cl 3.79473 -0.86217 -8.98388
H 4.34140 -2.73734 -7.68814